# 1
# C27H18BF9O2

C27H18BF9O2 as an isolated structure in a non-equilibrium geometry (ωB97M-V/def2-TZVPD, OMol25).

## Properties
- ΔE to the lowest compared entry with this formula, charge and spin: 149.5 kJ/mol
- Total energy: -2113.62387 a.u.
- Maximum force: 3.99 eV/A

Geometry as XYZ:
```
57
Properties=species:S:1:pos:R:3:forces:R:3
C 4.377516 -2.218442 8.205984 -0.444 0.208 0.194
O 3.607395 -0.999807 8.344290 -0.567 -0.133 -0.077
C 2.308154 -0.940095 7.956509 0.147 -0.432 -0.679
C 1.758839 0.345865 7.786034 0.167 -0.046 -0.023
C 0.560487 0.514172 7.123338 -0.299 -0.714 -0.290
C -0.196239 -0.607995 6.669754 1.084 -0.619 0.086
C -1.470309 -0.355742 6.055315 -0.411 2.268 1.285
O -2.530803 -1.117636 6.301624 0.095 0.942 -0.590
C -2.750380 -1.775259 7.547263 0.287 -0.410 0.315
C 0.314629 -1.900669 6.969288 -0.398 0.128 -0.137
C 1.531267 -2.072620 7.602357 0.401 0.249 0.047
H 5.410458 -1.900532 8.362243 -0.220 -0.133 -0.032
H 4.088354 -2.940434 8.983424 0.086 0.161 -0.254
H 4.269899 -2.666473 7.206071 -0.075 0.248 0.296
H 2.342403 1.200973 8.111753 -0.069 -0.096 -0.071
H 0.159278 1.504591 6.936740 0.144 -0.007 0.014
H -1.572611 0.710056 5.645416 0.287 -1.369 2.185
H -2.378588 -2.800004 7.460977 -0.105 0.139 0.266
H -2.258649 -1.237031 8.366354 -0.093 -0.196 -0.153
H -3.833182 -1.790252 7.688736 0.207 0.089 -0.073
H -0.261970 -2.788109 6.677684 0.324 0.434 0.032
H 1.916761 -3.075250 7.780455 -0.102 0.251 -0.069
F -3.051270 6.431171 3.468245 0.059 -1.296 0.313
C -3.079184 5.060571 3.618203 -0.377 0.215 -0.135
C -4.319487 4.422989 3.681243 0.607 -0.306 -0.043
C -4.317653 3.027065 3.740997 0.011 0.085 0.136
F -5.556972 2.447968 3.868824 1.085 0.413 -0.233
C -3.155192 2.230849 3.690923 0.330 0.372 0.965
B -3.089127 0.635810 3.594827 0.031 -0.217 -0.164
C -4.527452 -0.046691 3.342769 -0.511 -0.125 0.273
C -5.296757 -0.542617 4.388886 -0.958 0.062 -0.237
F -5.054875 -0.076994 5.663877 0.249 -0.866 -0.754
C -6.440068 -1.342333 4.221028 0.156 0.499 -0.511
C -6.949794 -1.456819 2.927153 0.060 -0.189 -0.125
F -8.117573 -2.153794 2.715196 0.970 0.458 0.297
C -6.337580 -0.855129 1.828464 0.454 0.188 0.591
C -5.148832 -0.163267 2.080277 -0.058 -0.004 0.192
F -4.630932 0.536261 1.017545 -0.132 -0.686 0.759
C -2.141400 0.127603 2.405338 0.477 -0.129 -0.217
C -1.704946 -1.196433 2.458422 0.085 0.010 -0.467
F -2.155720 -2.005792 3.479215 0.528 0.578 -0.580
C -0.871343 -1.790638 1.515620 0.025 0.096 -0.286
C -0.503325 -1.019495 0.415950 0.234 0.066 -0.081
F 0.283297 -1.572461 -0.569098 -0.577 0.364 0.884
C -0.905656 0.304312 0.271425 -0.090 -0.093 0.069
C -1.726419 0.835086 1.259086 -0.226 -0.327 0.166
F -2.197819 2.099943 1.018471 0.457 -0.835 0.365
H -2.375221 0.081070 4.814479 -1.653 0.159 -3.632
C -1.961611 2.967633 3.737972 -0.401 0.359 0.018
F -0.768326 2.282993 3.823453 -0.752 0.378 -0.035
C -1.882667 4.356505 3.692553 0.052 0.029 -0.014
H -5.254046 4.965045 3.689808 0.070 0.062 -0.052
H -6.935268 -1.798167 5.060652 -0.196 0.099 0.131
H -6.736673 -0.893945 0.822153 -0.085 -0.027 0.189
H -0.535727 -2.814187 1.629417 -0.092 0.064 -0.097
H -0.623067 0.924168 -0.577359 -0.052 -0.315 0.129
H -0.923012 4.867524 3.709907 -0.226 -0.100 -0.083
```
Positions in Å, forces in eV/Å.

# 2
# C21H40BCdClFNO9P2

C21H40BCdClFNO9P2 as an isolated structure in a non-equilibrium geometry (ωB97M-V/def2-TZVPD, OMol25).

## Properties
- ΔE to the lowest compared entry with this formula, charge and spin: 0.0 kJ/mol
- Total energy: -2990.37136 a.u.
- Maximum force: 7.48 eV/A
- Total charge: +2

Geometry as XYZ:
```
77
Properties=species:S:1:pos:R:3:forces:R:3
C 3.090780 -2.705261 -3.789516 -0.874 4.729 5.730
C 2.925696 -1.857966 -2.782354 0.497 -4.809 -4.546
C 2.675678 -1.002416 -1.474288 0.920 1.249 -0.948
C 1.107258 -0.712171 -1.063733 -0.628 -4.323 -3.373
C 0.439527 -2.208644 -0.753442 -0.949 -1.092 0.378
C 1.435874 -3.384041 -0.377753 2.644 -1.329 2.835
O 2.186335 -3.513553 0.638780 -3.650 1.454 -4.395
Cl 1.486874 -4.836649 -1.554463 -0.414 1.706 1.198
N 0.296713 -0.286381 -2.218127 1.896 0.775 1.534
C 0.865715 0.645954 -3.203085 -1.280 1.313 -2.422
C 0.994777 0.042103 -4.734459 0.528 1.187 -0.219
C 0.869662 1.340414 -5.743218 1.027 -0.944 -0.362
O 1.092366 -0.095879 0.174143 0.477 0.522 1.793
C 0.850140 1.154388 0.695032 0.249 1.472 0.463
B 0.229318 2.391415 -0.216690 -2.517 2.614 -2.800
O 0.684908 3.791419 -0.129000 -1.148 -2.749 1.006
O -0.913965 2.234001 -1.130387 2.214 0.914 1.955
C 2.225177 1.709424 1.312886 2.502 0.925 -0.361
C 2.219127 2.661301 2.592227 -0.311 1.910 0.020
C 3.462492 0.641817 1.480451 -1.631 -0.112 -0.576
C 3.220292 -0.629643 2.431434 -0.929 0.747 0.741
C -0.425974 0.952625 1.769439 -0.650 -0.139 -0.048
O -1.231278 0.093656 0.972374 -0.701 0.524 0.168
C -2.566865 -0.218712 1.124463 -3.895 -3.580 -1.772
C -3.097507 -0.929226 2.478645 0.458 0.631 1.653
F -3.573663 0.762399 0.651907 2.702 -0.742 1.651
O -2.734104 -1.266632 0.085342 0.542 2.365 2.014
C -4.002231 -1.918330 0.103714 -1.489 -3.131 -1.827
C -4.362645 -2.337089 -1.451203 0.626 1.346 -0.074
C -3.057303 -2.591424 -2.367946 -0.551 -0.590 -1.070
P -1.455081 2.572170 2.033875 -1.151 2.089 0.894
C -2.817030 2.278118 3.376712 -0.069 0.739 0.485
O -0.589374 3.856016 2.754561 -1.111 -1.821 0.450
P 0.095956 0.037361 3.324285 3.333 -1.085 0.612
O -0.111563 -1.630657 3.343009 -0.973 2.401 -0.588
O -0.020611 0.850696 4.789361 -2.174 -2.503 -1.700
H 3.240566 -3.434281 -4.665032 -0.308 1.682 1.898
H 3.157920 0.050073 -1.663262 -0.854 -1.786 0.159
H 3.290833 -1.407753 -0.564359 -1.526 0.265 -1.735
H -0.305989 -2.153953 0.147904 1.414 0.088 -1.517
H -0.223043 -2.569478 -1.641707 1.562 0.791 1.531
H -0.709448 -0.175655 -2.020407 0.960 0.055 -0.024
H 0.090613 1.511539 -3.359653 1.442 -1.499 0.515
H 1.848890 1.178286 -2.939516 -1.385 -1.029 -0.044
H 2.030045 -0.402433 -4.952295 -1.670 0.494 0.702
H 0.207213 -0.764880 -4.955457 1.086 1.345 0.531
H 1.019776 2.312728 -5.148373 -0.537 -1.378 -0.988
H 1.768883 1.287730 -6.489897 -1.784 0.165 1.254
H -0.096081 1.313869 -6.365906 1.437 0.308 1.174
H -0.116876 4.345944 0.033008 1.007 -0.319 -0.398
H -1.217869 3.137947 -1.433677 0.564 -1.514 0.338
H 2.681331 2.376401 0.453802 -1.074 -1.110 1.598
H 3.243697 2.780792 3.128875 -1.625 -0.555 -1.090
H 1.981152 3.739242 2.200744 0.288 -2.046 0.834
H 1.454260 2.461329 3.417950 1.038 -0.021 -1.276
H 3.989704 0.418978 0.457149 -1.524 0.015 1.562
H 4.300787 1.288363 2.033631 -3.216 1.427 -0.704
H 2.895468 -0.258861 3.487932 0.650 -0.523 -1.695
H 2.393447 -1.344674 2.081450 1.788 0.755 0.112
H 4.266630 -1.163519 2.612195 -1.657 -0.180 -0.098
H -2.726744 -2.035866 2.536050 -0.904 2.070 -0.472
H -4.256112 -0.858170 2.613234 2.290 -0.219 -0.647
H -2.687640 -0.451831 3.464664 -0.586 -0.537 -1.773
H -4.922548 -1.345831 0.469432 1.754 -0.522 -0.182
H -3.872989 -2.951351 0.640475 -0.379 2.024 -0.487
H -5.082942 -3.234618 -1.507003 1.217 1.446 0.330
H -4.900553 -1.407493 -1.889489 0.782 -1.648 0.578
H -2.481225 -3.571132 -2.111677 -0.942 1.824 -0.182
H -2.338490 -1.688305 -2.444842 -1.264 -1.533 0.418
H -3.453845 -2.759109 -3.455720 0.738 0.289 1.953
H -3.188041 3.355115 3.645650 0.741 -1.853 -0.635
H -3.733296 1.721238 2.971703 1.599 0.706 0.567
H -2.401319 1.836076 4.350135 -0.746 0.504 -1.407
H -0.889523 4.023624 3.682233 0.462 -0.179 -0.868
H -0.459158 -1.967785 2.462065 0.410 0.467 1.088
H -0.833809 0.508420 5.272113 1.063 0.656 -0.104
Cd 5.615320 0.302658 2.193219 4.171 -1.592 0.686
```
Positions in Å, forces in eV/Å.